[1]
This record from the OMol25 dataset describes an isolated ion of composition C4H9N2 and charge +1. The level of theory is wB97M-V/def2-TZVPD.

Structure (XYZ):
```
15
C4H9N2, DFT wB97M-V/def2-TZVPD
C 0.3135 1.8862 -0.6854
C -0.0292 0.4102 -0.6330
N -1.3298 0.1049 -0.2193
C -1.4479 -0.9319 0.4731
C -0.0595 -1.4797 0.9700
N 0.8566 -0.5890 0.1844
H 0.7471 2.2079 0.2044
H -0.5485 2.4853 -0.7260
H 0.9721 2.0785 -1.5196
H 0.2265 0.0910 -1.7203
H -2.4418 -1.4220 0.7851
H -0.0916 -1.1822 2.0045
H -0.1828 -2.5795 0.6375
H 1.5557 -0.0430 0.7829
H 1.4596 -1.0370 -0.5383
```

The energy above the lowest of the compared OMol25 structures with the same formula, charge and spin is 221.6 kJ/mol. The charge is +1. The HOMO energy is -14.97 eV.

***

[2]
This record from the OMol25 dataset describes C4H9N2 as an isolated structure. The level of theory is wB97M-V/def2-TZVPD.

Structure (XYZ):
```
15
C4H9N2, DFT wB97M-V/def2-TZVPD
C -0.4681 -0.6981 -1.3686
C -0.8170 0.2075 -0.2311
C 0.9787 -0.4102 0.1069
C 2.0633 0.7001 0.2857
N 0.7592 -0.9727 -1.1770
N -1.9274 -0.1123 0.6415
H -1.0610 -1.1422 -2.1591
H -0.8748 1.2658 -0.3831
H 0.9288 -1.3027 0.8093
H 1.8346 1.5745 -0.3302
H 3.0480 0.3504 -0.0067
H 2.2874 1.1383 1.2688
H -1.7602 -0.7165 1.4687
H -2.5723 -0.5920 0.0718
H -2.4191 0.7103 1.0031
```

The energy above the lowest of the compared OMol25 structures with the same formula, charge and spin is 362.5 kJ/mol. The charge is +1. The HOMO energy is -14.00 eV.

***

[3]
This record from the OMol25 dataset describes C4H9N2 as an isolated structure. The level of theory is wB97M-V/def2-TZVPD.

Structure (XYZ):
```
15
C4H9N2, DFT wB97M-V/def2-TZVPD
C 0.7195 -1.6449 -0.0186
C -0.7423 0.7818 0.0040
C 0.3978 -0.1664 -0.3214
C -1.0083 1.2008 1.3656
N 1.1008 0.8866 -0.6405
N 0.2927 -1.1994 -1.4274
H 1.7278 -1.8191 -0.0988
H 0.0736 -2.1756 0.5936
H -1.2964 1.2345 -0.7367
H -1.7693 0.5012 1.8136
H -1.5505 2.1818 1.3130
H -0.1190 1.2825 2.0158
H 1.5400 1.5818 0.0437
H 1.1923 -1.2633 -1.9412
H -0.5587 -1.3824 -1.9647
```

The energy above the lowest of the compared OMol25 structures with the same formula, charge and spin is 474.2 kJ/mol. The charge is +1. The HOMO energy is -14.07 eV.

***

[4]
This record from the OMol25 dataset describes an isolated ion of composition C4H9N2 and charge +1. The level of theory is wB97M-V/def2-TZVPD.

Structure (XYZ):
```
15
C4H9N2, DFT wB97M-V/def2-TZVPD
C 2.4710 -0.1437 0.1216
N 1.2342 0.1754 -0.1005
C 0.3984 1.4310 -0.1027
N -1.0765 1.4308 -0.0486
C -1.9011 0.4672 0.0327
C -1.6678 -0.9676 0.0979
H 3.0701 0.5822 0.4744
H 2.9001 -1.1820 -0.1213
H 0.7706 -0.6617 -0.4281
H 0.9533 2.0274 0.6827
H 0.4981 1.7962 -1.0540
H -2.8287 0.9689 0.0453
H -0.8677 -1.1449 0.6707
H -2.5872 -1.4605 0.3351
H -1.5543 -1.3442 -1.0259
```

The energy above the lowest of the compared OMol25 structures with the same formula, charge and spin is 363.5 kJ/mol. The charge is +1. The HOMO energy is -14.23 eV.

***

[5]
This record from the OMol25 dataset describes C4H9N2 as an isolated structure. The level of theory is wB97M-V/def2-TZVPD.

Structure (XYZ):
```
15
C4H9N2, DFT wB97M-V/def2-TZVPD
C -0.2676 0.1551 0.3034
C -2.2138 0.0034 -0.3130
C 1.9372 -0.3927 -0.4065
C 1.1172 0.3058 0.7043
N -1.2133 1.0473 0.0910
N -0.9857 -0.9542 -0.1630
H -2.7913 -0.2524 0.4644
H -2.6690 -0.0855 -1.2730
H 1.5504 -0.0516 -1.3454
H 1.8600 -1.3820 -0.2596
H 2.9631 0.0160 -0.2780
H 1.1376 1.4290 0.7234
H 1.3638 -0.0295 1.6936
H -1.1884 1.9699 0.4670
H -0.6003 -1.7787 -0.4085
```

The energy above the lowest of the compared OMol25 structures with the same formula, charge and spin is 232.4 kJ/mol. The charge is +1. The HOMO energy is -15.52 eV.

***

[6]
This record from the OMol25 dataset describes an isolated ion of composition C4H9N2 and charge +1. The level of theory is wB97M-V/def2-TZVPD.

Structure (XYZ):
```
15
C4H9N2, DFT wB97M-V/def2-TZVPD
C 1.7747 0.4354 -0.3649
C 0.8929 -0.6274 -0.9864
C -0.1588 -0.9947 0.0132
N -1.8775 -1.2230 -0.3658
N -1.3465 -0.3080 0.2198
C -1.8258 0.8580 0.8990
H 1.6023 0.3796 0.7727
H 1.6257 1.3932 -0.8405
H 2.8352 0.1463 -0.5605
H 1.3445 -1.5850 -1.2212
H 0.5210 -0.2972 -1.9083
H 0.2867 -1.4899 0.8861
H -1.1126 1.8255 0.7710
H -1.7366 0.5382 2.0072
H -2.8253 0.9491 0.6786
```

The energy above the lowest of the compared OMol25 structures with the same formula, charge and spin is 503.7 kJ/mol. The charge is +1. The HOMO energy is -16.23 eV.

***

[7]
This record from the OMol25 dataset describes a 2-piece molecular cluster, C4H9N2 overall. The level of theory is wB97M-V/def2-TZVPD.

Structure (XYZ):
```
15
C4H9N2, DFT wB97M-V/def2-TZVPD
C -1.1731 -0.8109 -1.7128
C -2.0587 -0.3500 -2.4829
C 1.5671 -0.9190 0.3486
C 0.2081 0.9934 0.9209
N 0.6071 -0.1370 0.1347
N 0.7422 0.9174 2.2259
H -0.4012 -1.2386 -1.1797
H -2.5846 0.6307 -2.3877
H -2.5506 -1.1305 -3.1919
H 2.4421 -0.7446 1.1203
H 1.7686 -1.6591 -0.2808
H 0.5348 1.7432 0.2653
H -1.0189 1.0490 0.8519
H 1.6286 1.2313 2.4495
H 0.2885 0.4245 2.9189
```

The energy above the lowest of the compared OMol25 structures with the same formula, charge and spin is 662.1 kJ/mol. The charge is +1. The HOMO energy (spin up / spin down) is -12.91 / -12.91 eV.

***

[8]
This record from the OMol25 dataset describes an isolated ion of composition C4H9N2 and charge +1. The level of theory is wB97M-V/def2-TZVPD.

Structure (XYZ):
```
15
C4H9N2, DFT wB97M-V/def2-TZVPD
C 0.1843 -1.7073 0.4855
C -0.1639 -0.4251 -0.1677
N -1.2888 -0.0938 -0.9988
C -0.8267 0.8771 0.0055
C 0.5895 0.9822 -0.3823
N 1.2230 1.4641 0.6632
H 0.8415 -1.6919 1.3530
H 0.8726 -2.2503 -0.1513
H -0.6312 -2.3657 0.8185
H -2.1183 -0.5663 -1.0315
H -1.0619 0.3702 -1.8955
H -1.6636 1.3227 0.5061
H 0.7461 1.2708 -1.4512
H 1.0945 1.1823 1.6135
H 2.2029 1.6312 0.6328
```

The energy above the lowest of the compared OMol25 structures with the same formula, charge and spin is 417.7 kJ/mol. The charge is +1. The HOMO energy is -13.59 eV.

***

[9]
This record from the OMol25 dataset describes C4H9N2 as an isolated structure. The level of theory is wB97M-V/def2-TZVPD.

Structure (XYZ):
```
15
C4H9N2, DFT wB97M-V/def2-TZVPD
C 1.5417 -0.2210 -0.8423
C -0.0054 -0.2980 -0.7020
C 0.3534 0.4423 0.6922
C -0.3767 1.7096 1.0500
N 1.7343 0.4312 0.3013
N -0.6069 -1.6804 -0.5332
H 2.2209 -0.2320 -1.6049
H -0.7991 0.1607 -1.3487
H -1.5003 -1.8351 -0.0978
H -0.1817 2.4853 0.3507
H -0.2905 2.0778 1.9916
H -1.4396 1.5569 0.8320
H 0.1574 -0.2844 1.4645
H 0.1020 -2.2358 -0.0905
H -0.9095 -2.0771 -1.4631
```

The energy above the lowest of the compared OMol25 structures with the same formula, charge and spin is 330.9 kJ/mol. The charge is +1. The HOMO energy is -14.77 eV.

***

[10]
This record from the OMol25 dataset describes a 2-piece molecular cluster, C4H9N2O overall. The level of theory is wB97M-V/def2-TZVPD.

Structure (XYZ):
```
16
C4H9N2O, DFT wB97M-V/def2-TZVPD
N -1.2414 0.1664 -2.7570
C -1.3698 -0.6619 -1.5583
O -0.1881 -0.9922 -0.9491
H -0.4206 0.7586 -2.6973
H -1.0376 -0.4593 -3.5290
H -2.0338 -0.1483 -0.8468
H -1.9328 -1.5443 -1.8922
C 0.7266 0.8438 1.1492
C 1.7746 1.6524 1.1962
C 0.2470 -1.0814 2.3318
N 0.2247 0.1817 2.3016
H 0.2302 0.5572 0.2109
H 2.2084 2.0119 2.1200
H 2.2338 1.9813 0.2740
H 0.0967 -1.6581 3.2408
H 0.4820 -1.6078 1.4054
```

The energy above the lowest of the compared OMol25 structures with the same formula, charge and spin is 243.9 kJ/mol. Its spin multiplicity is 2. The charge is 0. The HOMO energy (spin up / spin down) is -8.98 / -8.97 eV.

***

[11]
This record from the OMol25 dataset describes an isolated ion of composition C4H9N2O and charge +1. The level of theory is wB97M-V/def2-TZVPD.

Structure (XYZ):
```
16
C4H9N2O, DFT wB97M-V/def2-TZVPD
C 0.4026 -1.8126 -0.1833
C -0.7464 -0.9269 0.0946
N -0.5468 0.5132 -0.1745
C 0.7590 0.7459 0.1358
N 1.6534 1.5734 -0.3952
C -1.7755 1.2633 0.2007
O -2.7849 0.7452 0.0368
H 0.7968 -1.6004 -1.1386
H 0.0838 -2.8800 -0.2861
H 1.1006 -1.6280 0.5475
H -1.5630 -1.2017 -0.5250
H -1.1249 -1.1439 1.2383
H 1.1603 0.1727 0.9373
H 2.6147 1.6505 0.1030
H 1.4139 2.1971 -1.1709
H -1.4437 2.3322 0.5796
```

The energy above the lowest of the compared OMol25 structures with the same formula, charge and spin is 291.7 kJ/mol. The charge is +1. The HOMO energy is -14.99 eV.

***

[12]
This record from the OMol25 dataset describes a 2-piece molecular cluster, C4H9N2O overall. The level of theory is wB97M-V/def2-TZVPD.

Structure (XYZ):
```
16
C4H9N2O, DFT wB97M-V/def2-TZVPD
C -1.9414 -0.4598 -0.6362
C -0.8158 0.2305 0.0356
C -0.0802 1.2483 -0.4847
N 0.9577 1.4966 0.3792
C 0.9253 0.6090 1.3569
N -0.1742 -0.1169 1.2031
H -2.9291 -0.0361 -0.4587
H -1.9766 -1.5238 -0.3875
H -1.7682 -0.4573 -1.7060
H -0.2944 1.7465 -1.4127
H 1.7240 2.1066 0.1306
H 1.5723 0.5623 2.2115
H -0.4637 -0.8491 1.8363
H 2.3309 -1.1591 -1.1028
H 1.4733 -2.1316 -0.2676
O 1.4600 -1.2660 -0.6969
```

The energy above the lowest of the compared OMol25 structures with the same formula, charge and spin is 31.3 kJ/mol. The charge is +1. The HOMO energy is -13.78 eV.